C33H50NO4PdSe2 | the ωB97M-V functional and the def2-TZVPD basis

## Properties
- E_tot (Ha) = -6573.49112
- net charge = +1
- largest force on an atom (eV Å⁻¹) = 2.7
- multiplicity = 5
- <S²> = 6.053
- HOMO energy (spin up / spin down) (eV) = -9.52 / -10.66

```
91
Properties=species:S:1:pos:R:3:forces:R:3
Pd 1.071 -0.757 -0.195 1.2627 -0.7641 -0.7284
C -0.809 6.317 -1.117 -0.4476 -1.0641 -1.2163
C -1.517 5.243 -0.205 -0.4984 0.0064 0.1842
C -1.768 6.008 1.143 0.9793 -0.8496 -1.1074
C -2.891 4.772 -0.825 0.5122 -0.0505 0.3978
C -0.617 3.977 0.011 -1.9887 0.8512 0.5824
C -1.137 2.702 0.266 -0.3493 0.0368 -0.2131
C -0.225 1.615 0.234 -1.4733 0.7088 -0.3028
N -0.566 0.295 0.163 1.0585 0.8128 0.5862
C -1.693 -0.424 0.278 -0.8040 -1.0290 -0.1625
C -3.039 -0.020 0.389 1.1405 0.4363 0.3225
C -4.074 -0.933 0.324 -0.6221 1.0367 -0.4265
C -3.806 -2.274 0.067 0.9747 -0.4404 1.3037
C -2.525 -2.769 0.248 -0.3155 -0.0843 -2.4711
C -1.406 -1.870 0.149 -0.8393 0.8577 -0.6001
O -0.246 -2.252 -0.283 -0.5768 -0.1303 0.8156
C -2.263 -4.234 0.042 -0.9229 -0.8118 -0.2782
C -3.607 -4.968 0.350 -0.0833 -1.6054 1.2690
C -1.883 -4.582 -1.425 -0.1998 -0.2868 0.3044
C -1.192 -4.617 1.070 -0.1049 0.6679 0.0074
C -5.536 -0.474 0.443 0.2961 -0.8978 0.4730
C -6.353 -1.494 1.245 0.4964 0.3274 2.2410
C -5.568 0.869 1.113 -2.1531 1.6107 -0.2711
C -6.195 -0.579 -0.885 0.1234 0.2227 -2.3827
C 1.214 1.890 0.118 0.8666 -0.1132 0.7222
O 2.100 0.939 0.014 -1.5756 0.0243 -0.0291
C 1.701 3.224 0.199 -0.2838 1.1721 -1.7615
C 0.740 4.204 0.037 1.8648 -0.8422 0.4863
C 3.216 3.540 0.052 -0.5821 -0.2073 1.6989
C 3.518 5.022 0.196 -0.6182 0.7668 -0.7028
C 3.869 2.914 1.282 -1.4914 -1.5169 -0.1541
C 3.766 2.997 -1.240 0.6613 -1.4882 0.0852
H -1.517 7.109 -1.438 0.2806 -0.3389 0.6599
H -0.511 5.862 -2.098 0.0945 0.2395 0.8643
H 0.074 6.766 -0.632 -0.5121 -0.0831 -0.2433
H -2.131 6.983 0.870 -0.4350 0.3875 0.1654
H -0.823 6.140 1.670 0.0152 0.0161 0.0994
H -2.450 5.465 1.757 -0.5719 -0.2165 0.5840
H -3.475 5.638 -1.170 0.1271 -0.3180 0.2043
H -3.526 4.139 -0.138 0.7197 0.9178 -0.4830
H -2.652 4.135 -1.681 -0.2113 0.1409 -0.1278
H -2.253 2.603 0.402 1.7573 -0.1623 -0.3447
H -3.226 1.034 0.522 -0.1172 -0.2804 0.0440
H -4.650 -2.934 -0.090 0.4437 0.1588 0.0568
H -4.460 -4.700 -0.266 0.3088 0.0372 -0.4761
H -3.954 -4.704 1.384 0.4300 -0.3715 -0.6261
H -3.583 -6.116 0.282 0.4798 1.6522 0.1426
H -2.731 -4.305 -2.095 0.6175 -0.4916 0.3665
H -1.634 -5.672 -1.465 -0.4885 0.7718 -0.1814
H -0.997 -4.051 -1.759 0.0839 0.1628 0.0299
H -1.425 -4.018 1.964 0.1774 -0.6379 0.1493
H -0.182 -4.317 0.770 -0.2814 -0.2225 -0.1291
H -1.233 -5.670 1.265 0.1005 -0.5544 0.3273
H -5.892 -1.629 2.267 -0.3691 -0.1713 -0.9325
H -6.307 -2.441 0.692 -0.7540 0.2292 0.5771
H -7.376 -1.078 1.471 0.8606 -0.7397 -0.7058
H -5.175 0.714 2.117 0.1539 0.5514 0.0498
H -6.662 1.241 1.210 1.6847 -0.6825 -0.0653
H -5.052 1.690 0.545 -0.3422 -0.8382 0.6434
H -6.033 -1.569 -1.350 0.0823 0.2762 0.3022
H -5.768 0.133 -1.599 -0.2394 0.1261 -0.0542
H -7.280 -0.479 -0.857 0.0416 0.3454 0.2213
H 1.073 5.202 -0.054 0.3074 0.7944 -0.1009
H 3.068 5.432 1.131 0.5301 -0.0884 -0.7889
H 3.115 5.511 -0.692 -0.4619 0.4828 0.1234
H 4.583 5.281 0.081 -0.2069 -0.5454 0.6469
H 3.457 3.401 2.159 0.2541 0.0448 0.3048
H 4.900 3.059 1.186 1.7297 0.1829 0.2925
H 3.641 1.825 1.349 0.3630 0.7814 0.0286
H 3.144 3.263 -2.077 -0.2200 0.1316 -0.4767
H 3.823 1.884 -1.160 -0.1360 0.8292 -0.3036
H 4.791 3.333 -1.428 -0.1558 0.2059 0.1021
O 7.571 -3.820 0.999 -0.5481 -0.1156 -0.4905
C 6.327 -3.171 0.943 -0.8301 1.6360 -1.1664
C 5.400 -3.447 -0.324 0.7398 -1.1266 0.2352
C 5.091 -5.021 -0.280 -0.7052 1.1117 0.0810
O 6.237 -5.760 -0.584 0.6183 -0.8998 -0.5652
C 6.109 -2.985 -1.611 -0.6188 -0.0915 -0.3337
Se 5.930 -1.028 -1.855 0.2066 -0.4103 -0.1515
C 4.034 -2.779 -0.177 -0.8577 0.7134 -0.1985
Se 3.589 -1.231 -1.511 -0.3407 -0.9491 1.4082
H 7.507 -4.667 0.529 0.0063 0.0739 0.2304
H 6.527 -2.063 0.908 -0.0672 -0.8580 0.3352
H 5.670 -3.363 1.794 0.2697 -0.1663 0.3588
H 4.248 -5.297 -0.938 0.3089 0.2738 0.1176
H 4.744 -5.184 0.783 0.4444 -0.2126 -0.9626
H 6.142 -6.397 -1.329 -0.2026 0.8815 0.9584
H 5.571 -3.360 -2.514 0.7877 0.0079 0.5915
H 7.185 -3.169 -1.623 -0.2523 -0.3269 -0.0616
H 3.944 -2.204 0.753 -0.0721 -0.3448 -0.0751
H 3.180 -3.495 -0.270 0.6657 0.7228 0.0701
```
Forces are in eV/Å.